DFT (ωB97M-V/def2-TZVPD) results for a structure of composition C2H11NO2 at a distorted geometry.

```
16
Properties=species:S:1:pos:R:3:forces:R:3:nbo_charge:R:1
C -0.066 -0.052 1.659 1.15 0.78 1.30 -0.72
C 0.300 -1.037 0.580 0.10 -0.97 0.87 0.07
N 1.480 -1.067 -0.281 -0.52 0.92 -0.13 -0.85
H -0.333 0.921 1.216 0.27 -0.30 0.19 0.32
H -0.876 -0.377 2.335 0.20 -0.38 -0.60 0.22
H 0.799 0.123 2.355 -0.46 -0.22 -0.75 0.23
H 0.099 -2.070 0.903 -0.39 0.28 -0.34 0.20
H -0.472 -0.899 -0.336 -1.03 -0.36 -0.26 0.01
H 2.267 -0.528 0.082 -0.53 0.18 0.15 0.38
H 1.207 -0.621 -1.176 0.37 -0.35 0.49 0.42
H -0.617 1.049 -1.161 1.14 1.43 0.44 0.48
H -0.598 2.687 -0.619 0.06 -0.03 0.10 0.46
O -0.286 1.830 -0.308 -0.82 -0.05 -0.76 -1.12
H -1.056 0.396 -2.802 -0.20 -0.08 0.04 0.48
H -1.281 -0.532 -0.441 1.56 0.15 -1.08 0.49
O -0.567 0.178 -2.006 -0.89 -1.00 0.33 -1.06
```
Positions in Å, forces in eV/Å.

As for the max |F|: 1.90 eV/Å. The value obtained for the HOMO energy is -9.1 eV. Its charge is 0. The total energy is -7832.1254 eV. The value obtained for the energy above the lowest of the compared OMol25 structures with the same formula, charge and spin is 559.7 kJ/mol.



DFT (ωB97M-V/def2-TZVPD) results for a structure of composition C32H29I2N7OSSe4Tl at a distorted geometry.

```
77
Properties=species:S:1:pos:R:3:forces:R:3:lowdin_charge:R:1
Tl -1.117 -1.982 2.465 0.21 0.67 0.13 0.17
I -2.908 -2.974 -5.359 -0.39 0.47 0.77 0.75
C -2.904 -2.492 -3.249 1.62 -1.39 -1.94 -0.71
C -3.952 -2.085 -2.518 -2.83 0.96 1.87 -0.23
C -3.873 -2.032 -1.125 2.25 -0.17 1.09 -0.62
I -5.408 -1.379 0.108 -0.18 -0.02 -0.19 0.90
C -2.621 -2.387 -0.400 -2.52 0.01 -1.39 -0.45
O -2.560 -2.490 0.879 -0.22 0.41 0.34 -0.27
C -1.604 -2.801 -1.241 1.57 -0.60 -0.54 -0.16
C -0.288 -3.215 -0.608 0.50 0.39 -0.50 -0.16
N 0.404 -2.034 0.004 0.04 -1.08 0.07 -0.05
C 1.871 -2.114 -0.127 0.19 1.09 1.40 -0.16
C 2.478 -3.228 0.670 0.51 -1.33 -0.03 -0.27
C 2.298 -4.602 0.316 -0.90 1.15 -0.39 -0.03
C 2.762 -5.606 1.130 1.16 1.22 0.09 -0.08
C 3.584 -5.220 2.194 -0.10 -0.24 -0.30 -0.08
C 3.785 -3.867 2.419 -0.35 -0.62 -0.45 -0.15
N 3.266 -2.875 1.686 -0.45 -0.42 0.24 0.12
C -1.747 -2.891 -2.628 0.35 -0.06 0.94 -0.17
H -4.944 -1.831 -2.898 0.47 -0.05 -0.39 0.09
H 0.390 -3.629 -1.381 -0.52 0.18 -0.03 0.10
H -0.389 -4.019 0.138 -0.23 0.39 -0.04 0.11
H 0.151 -1.194 -0.495 -0.34 0.18 -0.06 0.06
H 2.279 -1.174 0.348 -0.35 -0.86 -0.91 0.12
H 2.195 -2.216 -1.162 -0.07 0.17 -0.36 0.12
H 1.741 -4.816 -0.609 0.34 -0.07 0.67 0.10
H 2.635 -6.621 0.860 -0.22 -0.91 -0.10 0.09
H 4.139 -5.965 2.766 -0.39 0.28 0.11 0.10
H 4.380 -3.610 3.257 0.64 0.58 0.59 0.09
H -0.955 -3.356 -3.191 0.24 0.14 -0.12 0.08
Se 0.033 -4.104 3.473 -0.70 0.19 0.26 0.05
Se -1.520 -4.214 5.359 0.70 0.07 -0.47 -0.05
Se -3.481 -3.394 4.483 -0.44 -0.59 0.09 -0.11
Se -3.048 -1.160 4.194 0.33 0.06 -0.27 0.00
S -0.528 0.570 2.814 -1.02 -0.78 0.72 0.57
C 0.587 1.407 1.876 0.92 -0.22 -1.16 -0.87
N 1.404 2.229 2.394 -0.18 0.58 0.16 0.01
N 2.147 2.970 1.439 0.23 -0.06 -0.21 -0.02
C 3.408 2.421 1.113 -1.38 0.91 1.37 -0.32
C 3.790 1.212 1.576 1.89 -2.16 -0.69 -0.05
C 5.002 0.641 1.158 0.58 0.22 -0.76 -0.07
C 5.915 1.397 0.374 -0.81 -0.32 0.44 -0.10
C 5.545 2.724 0.081 -0.41 -1.01 -0.49 -0.10
C 4.279 3.201 0.431 1.71 1.01 -1.33 -0.06
N 0.669 1.018 0.477 -0.25 0.20 0.00 0.07
N 0.123 1.807 -0.296 -0.48 0.09 0.29 0.10
C 0.204 1.396 -1.660 0.16 -0.27 -1.44 -0.24
C 1.325 1.826 -2.412 -0.22 0.27 1.52 -0.03
C 1.526 1.334 -3.687 0.76 -0.30 -0.25 -0.09
C 0.622 0.431 -4.228 -0.11 0.88 1.72 -0.11
C -0.484 0.053 -3.525 -1.27 0.18 -0.02 -0.09
C -0.774 0.591 -2.269 0.89 -0.65 0.52 -0.01
H 2.306 3.863 1.864 -0.08 0.47 0.09 0.11
H 3.179 0.601 2.172 -0.95 -0.50 0.65 0.09
H 5.159 -0.436 1.358 0.12 0.79 0.08 0.10
H 6.830 0.948 -0.066 -0.71 0.40 0.53 0.10
H 6.152 3.264 -0.628 0.19 0.42 0.21 0.09
H 3.949 4.190 0.119 0.15 -0.08 -0.05 0.11
H 2.008 2.498 -1.841 -0.26 -0.62 -0.89 0.12
H 2.452 1.488 -4.249 -0.31 0.47 0.32 0.10
H 0.723 -0.017 -5.145 0.75 -0.77 -2.24 0.07
H -1.167 -0.646 -4.026 0.16 0.34 0.55 0.07
H -1.620 0.173 -1.734 -0.09 0.42 0.21 0.11
C -4.583 6.524 1.017 -1.52 0.44 -0.54 -0.07
C -4.334 5.109 0.563 -0.36 -1.05 0.35 -0.25
C -4.992 4.495 -0.536 1.30 0.42 1.32 -0.04
C -4.735 3.154 -0.830 0.77 0.49 0.01 -0.16
N -3.876 2.432 -0.118 -0.06 0.38 0.72 0.05
C -3.295 3.001 0.987 -0.45 -2.10 -0.90 -0.12
C -3.477 4.311 1.374 -1.60 -0.74 -2.77 -0.03
H -4.700 6.580 2.096 0.31 -0.09 0.14 0.07
H -5.516 7.021 0.626 0.76 -0.85 0.02 0.09
H -3.784 7.162 0.702 0.68 0.44 0.00 0.07
H -5.601 5.087 -1.180 -0.56 0.29 -0.25 0.09
H -5.174 2.701 -1.732 0.16 0.02 0.56 0.11
H -2.742 2.214 1.560 -0.12 1.24 -0.31 0.09
H -2.994 4.631 2.229 0.77 0.99 1.62 0.08
```
Positions in Å, forces in eV/Å.

As for the max |F|: 3.53 eV/Å. The value obtained for the HOMO energy is -5.1 eV. Its charge is -1. The total energy is -339248.2093 eV. The value obtained for the energy above the lowest of the compared OMol25 structures with the same formula, charge and spin is 106.8 kJ/mol.